[1]
{
  "formula": "CH3I2PS2",
  "method": "ωB97M-V/def2-TZVPD",
  "e_above_lowest_kj_mol": 248.8,
  "total_energy_ha": -1772.969777,
  "homo_lumo_gap_ha": [0.217, 0.217],
  "elements": ["C", "P", "S", "S", "I", "I", "H", "H", "H"],
  "coordinates": [[1.59489, 0.05281, -0.37004], [-0.95462, -0.82528, 0.62674], [-1.64593, 2.25603, 1.79713], [0.55356, -1.49456, -0.62869], [-2.82575, -2.27355, 0.04603], [-1.98518, 1.57772, -0.39518], [2.63333, -0.24905, -0.87072], [1.75623, 0.10989, 0.64542], [0.87348, 0.84600, -0.85071]],
  "forces_ev_per_angstrom": [[-0.3, -1.2, -3.9], [-0.5, 0.6, -0.6], [0.0, 0.3, 0.1], [-0.1, 0.3, 0.2], [0.3, -0.1, 0.0], [0.5, -0.9, 0.3], [-2.4, 1.2, 0.7], [0.2, 0.7, 2.2], [2.3, -1.0, 1.0]]
}



[2]
{
  "formula": "CH3I3P",
  "method": "ωB97M-V/def2-TZVPD",
  "e_above_lowest_kj_mol": 83.8,
  "total_energy_ha": -1274.068783,
  "charge": 1,
  "homo_lumo_gap_ha": 0.294,
  "elements": ["C", "P", "I", "I", "I", "H", "H", "H"],
  "coordinates": [[-1.34078, -0.42461, -0.28086], [0.77052, 0.23239, 0.18578], [0.81131, 1.99299, 1.74009], [2.22628, -1.44122, 1.05213], [1.94033, 1.08344, -1.76757], [-1.84735, 0.23462, 0.44675], [-1.32840, -1.36772, 0.03428], [-1.23192, -0.30989, -1.41060]],
  "forces_ev_per_angstrom": [[3.2, 4.6, -1.3], [-1.2, -0.6, -0.9], [-0.3, 0.2, 0.2], [-0.3, -0.1, 0.0], [-0.6, -0.3, 0.3], [-0.1, 0.0, -1.2], [0.1, -4.0, 1.2], [-0.9, 0.3, 1.8]]
}



[3]
{
  "formula": "CH3IN2O",
  "method": "ωB97M-V/def2-TZVPD",
  "smiles": "NNC(=O)I",
  "e_above_lowest_kj_mol": 65.9,
  "total_energy_ha": -522.291806,
  "homo_lumo_gap_ha": 0.359,
  "elements": ["N", "N", "C", "O", "I", "H", "H", "H"],
  "coordinates": [[-0.67192, 0.79500, -0.95666], [0.18716, 0.60023, 0.17962], [0.25596, -0.95249, 0.59914], [-0.30162, -1.84313, 0.07721], [1.65665, -1.01616, 2.15236], [-1.35745, 1.38798, -0.55944], [-0.88447, 0.03267, -1.64580], [1.11571, 0.99589, 0.15357]],
  "forces_ev_per_angstrom": [[1.9, 0.2, 0.2], [-1.7, -5.0, -0.1], [0.6, 4.3, -1.3], [-0.3, 0.2, 0.2], [0.3, -0.4, 0.5], [-1.4, -0.1, -0.7], [0.3, 1.0, 1.7], [0.2, -0.2, -0.5]]
}



[4]
{
  "formula": "CH3IN4",
  "method": "ωB97M-V/def2-TZVPD",
  "e_above_lowest_kj_mol": 284.9,
  "total_energy_ha": -556.469824,
  "homo_lumo_gap_ha": 0.306,
  "elements": ["C", "N", "N", "N", "N", "I", "H", "H", "H"],
  "coordinates": [[-1.14095, -0.24229, 1.41439], [2.21379, 1.54112, -0.20924], [1.65138, 0.79487, -0.83593], [-0.36908, -0.42646, 0.43204], [1.26453, -0.18423, -1.42986], [-0.17377, -0.16403, -2.83271], [-1.82451, -0.85481, 2.07430], [-1.32324, 0.82258, 1.45698], [-0.29814, -1.28675, -0.06998]],
  "forces_ev_per_angstrom": [[-1.0, 0.6, -0.5], [-0.5, 0.2, 0.1], [0.8, 0.7, 0.1], [-1.1, 0.5, 0.5], [0.7, -1.3, -1.0], [-0.2, 0.4, -0.1], [1.0, -0.2, -1.0], [0.0, 0.4, 1.4], [0.3, -1.4, 0.7]]
}



[5]
{
  "formula": "CH3IN4",
  "method": "ωB97M-V/def2-TZVPD",
  "e_above_lowest_kj_mol": 261.4,
  "total_energy_ha": -556.478771,
  "homo_lumo_gap_ha": 0.348,
  "elements": ["C", "N", "N", "N", "N", "I", "H", "H", "H"],
  "coordinates": [[-0.85319, 0.53892, -0.28615], [-0.31063, 1.29939, 0.63250], [1.06265, 1.21282, 0.39343], [0.00912, -0.05648, -1.08307], [1.18389, 0.35879, -0.63151], [-3.02285, -0.12899, -0.51929], [-0.40563, -1.54562, 1.67862], [0.23651, -1.89641, 0.91535], [2.10013, 0.21758, -1.09987]],
  "forces_ev_per_angstrom": [[-1.9, -1.6, -0.8], [3.2, 0.4, 0.1], [-2.4, -0.5, -0.2], [0.8, -0.7, -1.1], [-1.1, 1.5, 1.1], [2.5, 1.0, 0.4], [2.9, -1.6, -3.4], [-2.9, 1.5, 3.5], [-1.2, -0.1, 0.5]]
}



[6]
{
  "formula": "CH3IN4",
  "method": "ωB97M-V/def2-TZVPD",
  "e_above_lowest_kj_mol": 303.6,
  "total_energy_ha": -556.462691,
  "homo_lumo_gap_ha": [0.318, 0.318],
  "elements": ["C", "N", "N", "N", "N", "I", "H", "H", "H"],
  "coordinates": [[1.26526, -0.00884, 0.49453], [0.82742, -1.09870, 0.03357], [-0.48533, -1.40903, -0.15707], [-0.88679, 0.84473, -0.14485], [-1.21914, -0.37123, -0.31486], [3.30086, 0.49681, -0.10300], [1.05419, 0.69700, 1.30830], [-1.69282, 1.42491, -0.53780], [-2.16364, -0.57565, -0.57882]],
  "forces_ev_per_angstrom": [[1.6, 0.2, 0.4], [-0.3, 0.4, -0.7], [0.1, -0.2, 0.6], [-1.4, 2.0, -0.4], [0.2, -0.3, 0.4], [-0.4, -0.3, 0.3], [-0.7, -0.5, -0.7], [1.5, -0.9, 0.6], [-0.5, -0.6, -0.4]]
}



[7]
{
  "formula": "CH3IO3",
  "method": "ωB97M-V/def2-TZVPD",
  "e_above_lowest_kj_mol": 708.8,
  "total_energy_ha": -563.068861,
  "homo_lumo_gap_ha": [0.323, 0.296],
  "elements": ["C", "O", "O", "O", "I", "H", "H", "H"],
  "coordinates": [[-0.02765, 0.80160, -1.09435], [-0.12431, -1.39899, 2.07323], [-0.51357, -0.25265, -0.43776], [0.17668, -0.31875, 1.45481], [-0.47649, 2.81666, -0.51839], [-0.40360, 0.69110, -2.07318], [1.13229, 0.67086, -1.27184], [-1.09511, -1.34704, 2.05315]],
  "forces_ev_per_angstrom": [[3.4, -1.1, 0.4], [-0.9, -1.3, 0.1], [-0.8, 0.0, 0.0], [1.4, 2.2, -0.5], [-0.1, 0.0, 0.2], [-0.9, 0.0, -1.5], [-1.9, 0.7, 0.7], [-0.3, -0.5, 0.6]]
}



[8]
{
  "formula": "CH3IO3",
  "method": "ωB97M-V/def2-TZVPD",
  "e_above_lowest_kj_mol": 117.5,
  "total_energy_ha": -563.294053,
  "homo_lumo_gap_ha": 0.270,
  "elements": ["C", "O", "O", "O", "I", "H", "H", "H"],
  "coordinates": [[0.03534, 0.02021, 0.04507], [0.19688, -1.11939, 0.69888], [-0.00302, -0.08105, -1.25050], [0.10350, 1.15748, 0.66156], [-3.12164, -0.02287, -0.09314], [-0.38290, -1.70405, 0.15850], [-0.48663, 0.66866, -1.57089], [-0.38142, 0.92265, 1.48418]],
  "forces_ev_per_angstrom": [[-0.1, -1.3, -0.5], [-0.8, 1.5, -1.0], [1.1, -0.3, 1.5], [-0.4, -1.4, 0.0], [0.6, 0.0, 0.1], [0.2, -0.5, 0.5], [-0.9, 1.1, -0.8], [0.2, 0.8, 0.3]]
}



[9]
{
  "formula": "CH3IO3S",
  "method": "ωB97M-V/def2-TZVPD",
  "e_above_lowest_kj_mol": 188.3,
  "total_energy_ha": -961.390907,
  "homo_lumo_gap_ha": [0.261, 0.255],
  "elements": ["C", "O", "O", "O", "S", "I", "H", "H", "H"],
  "coordinates": [[0.17535, 0.14310, -0.00319], [0.30363, 0.72825, -2.95764], [1.85650, 2.59940, -2.18296], [0.86262, 1.28670, -0.48575], [0.69393, 1.84655, -2.04092], [-0.00453, -1.80846, -4.42633], [0.80568, -0.82599, 0.02311], [-0.68832, -0.12909, -0.68447], [-0.06642, 0.30332, 1.10398]],
  "forces_ev_per_angstrom": [[-0.6, -2.3, 0.7], [0.7, 1.8, 1.6], [2.4, 1.7, -0.8], [0.1, 0.2, -0.9], [-2.7, -3.9, 0.5], [0.0, 0.0, 0.0], [-0.4, 1.8, -0.4], [0.7, 0.5, 1.2], [-0.2, 0.1, -1.8]]
}



[10]
{
  "formula": "CH3IO3S",
  "method": "ωB97M-V/def2-TZVPD",
  "e_above_lowest_kj_mol": 216.5,
  "total_energy_ha": -961.293312,
  "multiplicity": 3,
  "homo_lumo_gap_ha": [0.235, 0.253],
  "s_squared": 2.009,
  "elements": ["C", "O", "O", "O", "S", "I", "H", "H", "H"],
  "coordinates": [[0.08549, 0.16608, -0.05393], [2.06785, 1.38971, 1.32630], [2.13864, 1.47221, -1.14473], [2.84882, -0.94165, 0.00010], [1.79217, 0.81312, 0.06578], [4.57786, -0.14047, 0.07683], [-0.51568, 0.65679, 0.71992], [-0.26396, 0.40036, -0.96516], [0.37188, -0.83925, 0.38161]],
  "forces_ev_per_angstrom": [[2.8, -1.0, 5.3], [-0.1, 0.3, 1.1], [-0.1, 0.4, -0.6], [-4.7, 0.9, 0.0], [-0.3, -2.0, -1.0], [4.5, 0.9, 0.1], [0.3, 0.1, -0.1], [-1.1, -0.2, -3.4], [-1.3, 0.5, -1.4]]
}



[11]
{
  "formula": "CH3IOP2",
  "method": "ωB97M-V/def2-TZVPD",
  "smiles": "C=P(O)=PI",
  "e_above_lowest_kj_mol": 207.4,
  "total_energy_ha": -1095.465290,
  "homo_lumo_gap_ha": 0.228,
  "elements": ["C", "P", "O", "P", "I", "H", "H", "H"],
  "coordinates": [[-0.72646, 0.55883, 0.01054], [0.96930, 0.65004, -0.00323], [1.34845, -0.91559, 0.04736], [3.34195, 1.70590, 0.01126], [4.73958, -0.27839, -0.00323], [-1.29342, 1.46511, -0.01904], [-1.19965, -0.40276, 0.03324], [2.29114, -1.12602, -0.01830]],
  "forces_ev_per_angstrom": [[2.7, 1.0, -0.1], [-0.8, -1.1, 0.1], [-0.2, -0.2, 0.0], [-1.3, 0.1, 0.0], [-0.2, -0.1, 0.0], [-0.3, 0.3, 0.0], [-0.1, -0.3, 0.0], [0.1, 0.2, 0.0]]
}



[12]
{
  "formula": "CH3IOS2",
  "method": "ωB97M-V/def2-TZVPD",
  "e_above_lowest_kj_mol": 98.8,
  "total_energy_ha": -1209.078754,
  "multiplicity": 3,
  "homo_lumo_gap_ha": [0.295, 0.256],
  "s_squared": 2.045,
  "elements": ["C", "O", "S", "S", "I", "H", "H", "H"],
  "coordinates": [[-0.00334, -0.44530, -0.06791], [1.86556, -1.69827, 1.31971], [-0.08527, -3.52421, -0.11477], [1.38440, -1.61684, 0.01933], [3.23874, -0.55854, -1.36953], [-0.84997, -0.72428, 0.64645], [0.36374, 0.46167, 0.25744], [-0.16627, -0.18898, -1.12379]],
  "forces_ev_per_angstrom": [[-0.7, -1.0, 0.0], [1.7, 0.1, 4.4], [0.4, 0.5, -0.1], [-3.1, -1.1, -3.8], [0.2, 0.4, -0.4], [1.1, 0.0, -1.5], [1.2, 2.0, 1.2], [-0.7, -0.8, 0.2]]
}



[13]
{
  "formula": "CH3IS",
  "method": "ωB97M-V/def2-TZVPD",
  "e_above_lowest_kj_mol": 188.4,
  "total_energy_ha": -735.683334,
  "homo_lumo_gap_ha": [0.310, 0.191],
  "elements": ["C", "S", "I", "H", "H", "H"],
  "coordinates": [[-0.44581, 0.07806, -0.52976], [0.26642, -1.44140, -0.85091], [1.13784, 2.01653, 1.76929], [-0.66032, 0.86990, -1.30535], [-0.41431, 0.54109, 0.49120], [0.11618, -2.06418, 0.42554]],
  "forces_ev_per_angstrom": [[0.5, 1.4, 0.7], [-0.6, 0.1, 1.2], [-0.1, -0.2, -0.3], [0.5, -1.5, 0.5], [-0.4, -0.8, -0.5], [0.2, 1.0, -1.5]]
}



[14]
{
  "formula": "CH3N2O2",
  "method": "ωB97M-V/def2-TZVPD",
  "e_above_lowest_kj_mol": 579.3,
  "total_energy_ha": -299.328003,
  "charge": 1,
  "homo_lumo_gap_ha": [0.296, 0.296],
  "elements": ["C", "N", "N", "O", "O", "H", "H", "H"],
  "coordinates": [[1.01724, -0.18744, -0.63505], [-0.39980, 0.32193, 0.48994], [2.17974, 0.42209, -0.25974], [2.10552, -0.87225, -0.03251], [2.86141, 1.31411, -0.01047], [0.66631, -0.34057, -1.65248], [-1.24760, 0.26774, -0.05882], [-0.18022, 1.18402, 0.95781]],
  "forces_ev_per_angstrom": [[-6.5, 2.9, 1.9], [4.0, -3.1, -2.2], [0.2, 1.3, -0.3], [1.4, -1.2, 1.2], [0.3, -0.6, 0.1], [0.4, -0.3, 0.0], [0.1, 0.4, -0.3], [0.1, 0.6, -0.3]]
}



[15]
{
  "formula": "CH3N2O2S",
  "method": "ωB97M-V/def2-TZVPD",
  "e_above_lowest_kj_mol": 378.9,
  "total_energy_ha": -697.993496,
  "charge": -1,
  "homo_lumo_gap_ha": 0.281,
  "elements": ["C", "N", "N", "O", "O", "S", "H", "H", "H"],
  "coordinates": [[-0.57479, -0.48293, 0.56484], [0.89399, 1.03250, -1.18948], [1.14031, -0.02767, -0.66210], [-1.40270, -2.92564, 0.03788], [-3.01172, -1.07258, 0.34962], [-1.79191, -1.55468, -0.38292], [-0.94946, 0.51099, 0.75364], [-0.09515, -0.98292, 1.39382], [1.60766, 1.32922, -1.88508]],
  "forces_ev_per_angstrom": [[2.0, 0.2, -1.9], [-0.8, 0.1, 0.3], [-2.1, -0.4, 1.2], [0.2, -0.1, -0.1], [0.1, 0.0, -0.1], [0.0, 0.3, 0.4], [0.1, 0.3, -0.1], [0.0, -0.2, 0.2], [0.5, -0.4, 0.1]]
}



[16]
{
  "formula": "CH3N2O2S",
  "method": "ωB97M-V/def2-TZVPD",
  "e_above_lowest_kj_mol": 336.8,
  "total_energy_ha": -697.872671,
  "multiplicity": 3,
  "charge": -1,
  "homo_lumo_gap_ha": [0.260, 0.245],
  "s_squared": 2.011,
  "elements": ["C", "N", "N", "O", "O", "S", "H", "H", "H"],
  "coordinates": [[0.11793, 0.33808, 0.83205], [1.04478, -0.29190, 0.07299], [-0.07652, -1.05197, 0.61540], [0.90560, 2.07187, 2.71088], [-0.41006, 0.00688, 3.44324], [0.62069, 0.61899, 2.56789], [-1.61358, 1.85936, -0.94729], [0.92311, -0.23709, -1.02167], [0.36494, -1.53790, 1.40687]],
  "forces_ev_per_angstrom": [[-2.3, 1.6, 1.1], [2.4, -1.0, -4.3], [-0.2, -1.3, 0.2], [-0.6, -0.6, 0.2], [-0.2, 0.7, -0.5], [1.5, 0.5, 0.8], [0.0, 0.0, -0.1], [0.0, 0.3, 2.8], [-0.4, -0.2, -0.2]]
}



[17]
{
  "formula": "CH3N2O2S",
  "method": "ωB97M-V/def2-TZVPD",
  "e_above_lowest_kj_mol": 32.4,
  "total_energy_ha": -697.767657,
  "charge": 1,
  "homo_lumo_gap_ha": 0.286,
  "elements": ["C", "N", "N", "O", "O", "S", "H", "H", "H"],
  "coordinates": [[1.43699, -0.65647, 0.04831], [2.18930, -1.56815, 0.13502], [-1.94283, 0.62914, -0.08819], [-3.11565, -1.61094, -0.31896], [0.69922, 0.17008, -0.25939], [-3.19671, -0.28127, 0.14753], [2.60205, -1.94248, 1.02694], [-1.07966, 0.56823, -0.62194], [-2.01788, 1.60303, 0.29706]],
  "forces_ev_per_angstrom": [[0.9, -1.2, -0.2], [1.6, -1.5, 2.2], [-0.9, 1.6, 0.4], [0.4, -0.1, -0.3], [-1.8, 2.2, -0.5], [0.1, 0.6, 0.4], [-0.6, 0.5, -1.6], [0.6, -1.1, -0.2], [-0.3, -1.0, -0.2]]
}



[18]
{
  "formula": "CH3N2O2S",
  "method": "ωB97M-V/def2-TZVPD",
  "e_above_lowest_kj_mol": 45.6,
  "total_energy_ha": -697.762658,
  "charge": 1,
  "homo_lumo_gap_ha": 0.255,
  "elements": ["C", "N", "N", "O", "O", "S", "H", "H", "H"],
  "coordinates": [[1.34145, 2.60822, -0.04064], [0.94465, 3.66114, -0.35619], [0.18818, -1.22872, 0.97785], [1.00348, -3.47439, 0.38386], [1.63372, 1.51546, 0.22359], [1.32170, -2.09235, 0.23815], [0.95875, 4.63136, -0.75137], [-0.64570, -1.66400, 1.16744], [0.27540, -0.28262, 1.19317]],
  "forces_ev_per_angstrom": [[-0.3, 1.3, -0.9], [-0.4, 2.7, -0.8], [3.1, -1.6, -1.9], [0.1, 0.5, -0.5], [0.4, -2.2, 0.9], [-1.0, 0.4, 1.3], [0.2, -2.1, 0.9], [-2.6, -1.5, 1.0], [0.5, 2.4, 0.0]]
}



[19]
{
  "formula": "CH3N2O3S",
  "method": "ωB97M-V/def2-TZVPD",
  "e_above_lowest_kj_mol": 226.4,
  "total_energy_ha": -773.305608,
  "charge": -1,
  "homo_lumo_gap_ha": [0.294, 0.249],
  "elements": ["C", "N", "N", "O", "O", "O", "S", "H", "H", "H"],
  "coordinates": [[-1.31442, -0.24417, -0.58433], [-0.68764, 0.68474, 0.39311], [0.35951, 1.40413, 0.23859], [-2.52969, -0.45572, -0.60058], [-0.48606, -0.67704, -1.41465], [1.58738, -1.26287, 0.60009], [2.46190, 0.09691, 0.71264], [-1.24341, 0.70277, 1.26023], [0.85210, 0.94376, -0.50034], [1.00032, -1.19250, -0.10476]],
  "forces_ev_per_angstrom": [[0.7, -0.9, -2.5], [-2.7, -1.1, 1.5], [0.4, 0.1, 1.3], [0.2, 0.9, 1.7], [0.9, 0.1, 0.4], [1.2, -1.2, 2.6], [0.4, 1.0, 0.1], [0.5, 0.8, -0.5], [0.4, 0.2, -1.8], [-2.0, 0.1, -2.8]]
}



[20]
{
  "formula": "CH3N2O3S",
  "method": "ωB97M-V/def2-TZVPD",
  "e_above_lowest_kj_mol": 87.1,
  "total_energy_ha": -773.358638,
  "charge": -1,
  "homo_lumo_gap_ha": 0.244,
  "elements": ["C", "N", "N", "O", "O", "O", "S", "H", "H", "H"],
  "coordinates": [[1.61873, -1.19074, -1.55989], [-0.92252, 0.74027, -0.03227], [1.03164, -0.27517, -1.22934], [3.69289, -0.83866, 2.61398], [1.99084, -2.23487, -2.04263], [4.00175, -0.17593, 0.31732], [3.12544, -0.84371, 1.26506], [-0.24450, 1.26797, 0.45772], [-1.49578, 1.25221, -0.75079], [-0.29799, 0.15990, -0.57721]],
  "forces_ev_per_angstrom": [[0.8, -4.5, -2.5], [-3.0, -0.1, -0.4], [-0.5, 4.3, 1.6], [-1.1, -0.3, -0.9], [1.3, -0.8, 0.1], [-1.2, -0.8, 0.6], [2.3, 1.2, 0.2], [0.3, 1.4, 0.3], [1.1, -0.1, 1.4], [0.0, -0.4, -0.3]]
}